1.
{"formula": "C33H53CaN2O2P2S", "method": "ωB97M-V/def2-TZVPD", "charge": 1, "gap_ev": 7.01, "relative_energy_kj_mol": 0.0, "largest_force_ev_per_a": 4.297, "homo_energy_ev": -9.280, "species": ["C", "C", "C", "C", "C", "H", "H", "H", "N", "P", "P", "C", "H", "H", "C", "H", "C", "C", "C", "C", "C", "H", "H", "H", "C", "H", "H", "H", "C", "H", "H", "H", "C", "H", "H", "H", "C", "H", "H", "H", "C", "H", "H", "H", "C", "H", "H", "H", "C", "H", "H", "H", "C", "H", "H", "H", "C", "H", "H", "H", "C", "H", "H", "H", "C", "H", "H", "H", "Ca", "C", "O", "N", "C", "C", "C", "C", "C", "H", "C", "H", "C", "H", "H", "H", "C", "S", "C", "O", "H", "H", "H", "H", "H", "H"], "xyz": [[1.889121, -2.040596, -0.823972], [1.535668, 0.102892, -1.654461], [2.901294, -2.278036, -1.756742], [2.447289, -0.120931, -2.692835], [3.173378, -1.311492, -2.718998], [3.422120, -3.233895, -1.720443], [2.603697, 0.662779, -3.437443], [3.924386, -1.478176, -3.490133], [1.287202, -0.843872, -0.710056], [-0.214912, -2.964435, 0.831474], [0.869248, 2.363255, 0.002394], [1.460019, -3.191542, 0.092232], [1.488450, -4.137428, -0.474590], [2.203362, -3.300540, 0.897532], [0.778962, 1.401415, -1.580598], [0.978289, 2.062898, -2.429063], [-0.343824, 3.844101, -0.262595], [2.640997, 3.000129, 0.027288], [-1.352736, -3.752703, -0.488374], [-0.062417, -3.896619, 2.462361], [-1.691711, 3.454621, 0.381490], [-1.572616, 3.180727, 1.443298], [-2.363812, 4.327538, 0.334825], [-2.186132, 2.620370, -0.133536], [0.158450, 5.102525, 0.455424], [0.339808, 4.921753, 1.521886], [1.058072, 5.525409, -0.004481], [-0.627325, 5.870123, 0.383185], [-0.566682, 4.163216, -1.746103], [-1.256523, 5.021363, -1.800234], [0.356641, 4.459431, -2.258832], [-1.029526, 3.329279, -2.289042], [2.891327, 3.629606, 1.418184], [2.515740, 2.989376, 2.228190], [3.976527, 3.741075, 1.559046], [2.441036, 4.623240, 1.515074], [3.622063, 1.818763, -0.116569], [3.404583, 1.013490, 0.595361], [3.620684, 1.410424, -1.132656], [4.637491, 2.193857, 0.091522], [2.897694, 4.005247, -1.107463], [2.231909, 3.879559, -1.967467], [2.834934, 5.042704, -0.759120], [3.921447, 3.862986, -1.482517], [-1.432877, -3.877783, 3.166386], [-1.315806, -4.286883, 4.182704], [-1.829954, -2.854749, 3.261641], [-2.177427, -4.495421, 2.644597], [0.957727, -3.144322, 3.349502], [1.972556, -3.171583, 2.934323], [0.672426, -2.095294, 3.514200], [0.986545, -3.635562, 4.334687], [0.414150, -5.337402, 2.262619], [0.671684, -5.752501, 3.251295], [-0.364348, -5.982333, 1.836738], [1.313646, -5.403285, 1.634307], [-1.125620, -3.014291, -1.823919], [-1.824392, -3.427722, -2.566108], [-1.334117, -1.938548, -1.732700], [-0.108490, -3.148926, -2.211260], [-2.814492, -3.525574, -0.067418], [-3.048345, -2.453731, 0.029033], [-3.465672, -3.940732, -0.850037], [-3.068120, -4.020971, 0.877813], [-1.073974, -5.245681, -0.665824], [-0.016759, -5.471456, -0.849944], [-1.424940, -5.838802, 0.186807], [-1.636788, -5.588572, -1.546136], [-0.528472, -0.086012, 1.019370], [1.661299, 0.524931, 2.277539], [2.509913, 0.408726, 3.052575], [-1.621886, 0.466303, -0.840771], [-1.047719, 0.862410, -1.854046], [-1.478255, 0.940595, -3.267865], [-2.850336, 0.751627, -3.434700], [-0.648540, 1.148561, -4.377354], [-3.426632, 0.830423, -4.699841], [-3.437434, 0.546087, -2.536352], [-1.226115, 1.224694, -5.651032], [0.433839, 1.235886, -4.264452], [-2.610656, 1.081302, -5.812694], [-4.502547, 0.699092, -4.798450], [-0.590888, 1.398018, -6.522184], [-3.061467, 1.155987, -6.801383], [-0.504785, 1.203607, 5.146452], [-1.930673, 0.339264, 4.465618], [-3.093193, 1.713044, 4.425304], [-1.552349, 0.131359, 2.980796], [-0.777021, 1.572028, 6.141612], [-0.220618, 2.028761, 4.483316], [0.317784, 0.484767, 5.234908], [-2.558173, 2.658626, 4.271087], [-3.810031, 1.531476, 3.617478], [-3.615328, 1.726703, 5.389316]], "forces_ev_per_angstrom": [[0.29, -0.05, 0.04], [-0.21, 0.64, 0.22], [-0.31, -0.13, 0.10], [0.13, -0.39, -0.06], [-0.28, 0.41, 0.02], [-0.11, 0.23, -0.19], [0.01, -0.30, 0.23], [-0.15, 0.01, 0.21], [-0.07, 0.10, -0.39], [-0.13, 0.35, -0.13], [-0.66, 0.00, -0.55], [0.32, 0.17, -0.13], [0.10, 0.39, 0.13], [-0.26, 0.05, -0.18], [-1.28, -0.43, -0.75], [0.40, -0.24, 0.11], [0.33, -0.45, -0.09], [-0.27, 0.15, 0.21], [0.25, -0.04, 0.62], [-0.26, -0.19, -0.40], [-0.15, 0.02, -0.04], [0.04, 0.10, -0.25], [0.16, -0.23, 0.03], [0.21, 0.25, 0.14], [-0.12, 0.17, 0.00], [-0.02, 0.05, -0.19], [-0.24, -0.14, 0.18], [0.16, -0.18, 0.03], [-0.24, 0.21, -0.01], [0.14, -0.22, -0.08], [-0.26, -0.08, 0.12], [0.14, 0.27, 0.15], [0.26, 0.16, -0.16], [0.10, 0.20, -0.16], [-0.24, 0.04, 0.04], [0.11, -0.32, 0.03], [-0.04, 0.12, -0.10], [0.13, 0.06, -0.23], [0.01, 0.07, 0.34], [-0.29, -0.14, -0.03], [0.63, 0.14, -0.10], [0.17, -0.03, 0.21], [-0.06, -0.24, -0.15], [-0.17, 0.13, 0.05], [0.04, -0.07, 0.15], [-0.06, 0.08, -0.26], [0.11, -0.25, -0.08], [0.27, 0.19, 0.17], [-0.15, -0.07, -0.11], [-0.20, 0.03, 0.13], [0.00, -0.17, -0.09], [0.02, 0.12, -0.27], [0.09, -0.33, 0.47], [-0.03, 0.00, -0.29], [0.29, 0.25, 0.13], [-0.24, 0.02, 0.16], [0.06, 0.11, 0.18], [0.16, 0.06, 0.18], [0.09, -0.24, -0.01], [-0.16, 0.01, 0.05], [-0.06, 0.01, -0.01], [0.11, -0.27, -0.06], [0.08, 0.10, 0.19], [0.06, 0.09, -0.27], [-0.36, -0.19, -0.26], [-0.21, 0.03, 0.06], [0.10, 0.17, -0.22], [0.14, -0.02, 0.14], [0.20, -0.01, -0.38], [2.63, -1.37, 3.11], [-2.36, 0.74, -2.41], [-0.07, 0.30, -1.33], [1.67, -0.15, 1.93], [0.05, -0.05, -0.09], [-0.31, 0.07, -0.37], [-0.37, 0.02, -0.09], [0.41, 0.04, 0.05], [0.12, 0.12, -0.37], [-0.15, -0.06, 0.15], [-0.41, 0.03, -0.03], [0.05, -0.05, 0.31], [0.24, 0.04, -0.13], [-0.21, -0.07, 0.27], [0.17, -0.02, 0.20], [-0.06, -0.09, 0.19], [0.46, 0.25, -1.52], [0.03, 0.18, 0.29], [-0.33, 0.12, 1.49], [0.10, -0.03, -0.15], [-0.17, -0.17, 0.09], [-0.24, 0.12, -0.02], [-0.16, -0.28, -0.07], [0.23, -0.08, 0.19], [0.07, 0.05, -0.20]], "lowdin_charge": [-0.329, -0.332, -0.030, -0.044, -0.033, 0.119, 0.120, 0.118, 0.060, 1.057, 1.080, -0.272, 0.082, 0.085, -0.307, 0.061, -0.657, -0.678, -0.683, -0.707, -0.116, 0.063, 0.090, 0.052, -0.102, 0.078, 0.064, 0.093, -0.076, 0.097, 0.073, 0.067, -0.100, 0.049, 0.092, 0.060, -0.088, 0.052, 0.068, 0.097, -0.076, 0.057, 0.076, 0.089, -0.093, 0.093, 0.068, 0.070, -0.097, 0.075, 0.054, 0.095, -0.090, 0.094, 0.067, 0.081, -0.081, 0.098, 0.056, 0.081, -0.094, 0.078, 0.094, 0.061, -0.091, 0.075, 0.070, 0.094, 1.030, -0.073, 0.087, -0.099, -0.356, -0.215, -0.040, -0.030, -0.067, 0.109, -0.071, 0.093, -0.076, 0.106, 0.106, 0.105, -0.243, 0.915, -0.234, -0.761, 0.071, 0.066, 0.054, 0.064, 0.070, 0.065]}

***

2.
{"formula": "C32H51As2BrN2PdSi", "method": "ωB97M-V/def2-TZVPD", "gap_ev": 6.13, "relative_energy_kj_mol": 0.0, "largest_force_ev_per_a": 0.210, "homo_energy_ev": -5.657, "species": ["Pd", "C", "As", "C", "C", "C", "C", "C", "C", "C", "As", "C", "C", "H", "H", "H", "H", "H", "H", "H", "H", "H", "H", "H", "H", "H", "H", "H", "H", "C", "C", "C", "C", "N", "C", "C", "C", "C", "C", "C", "N", "H", "H", "H", "H", "H", "H", "H", "H", "C", "C", "C", "C", "Si", "Br", "C", "C", "C", "C", "C", "C", "C", "C", "H", "H", "H", "H", "H", "H", "H", "H", "H", "H", "H", "H", "H", "H", "H", "H", "H", "H", "H", "H", "H", "H", "H", "H", "H", "H", "H"], "xyz": [[-0.114181, -0.110001, -2.008367], [0.434238, 3.708961, -1.590905], [0.084692, 2.147682, -2.730235], [0.955168, 2.824383, -4.359818], [-1.780200, 2.600685, -3.197316], [-2.071917, 3.860660, -3.723664], [-3.366271, 4.221969, -4.054253], [-4.399739, 3.316650, -3.857414], [-4.120702, 2.068117, -3.329586], [-2.817840, 1.694553, -2.993938], [-2.488400, -0.097702, -2.224735], [-3.878388, -0.027250, -0.832660], [-3.513637, -1.145834, -3.534757], [0.194706, 4.641524, -2.102465], [1.486597, 3.711553, -1.306049], [-0.170003, 3.625613, -0.688291], [0.637023, 3.835388, -4.613393], [0.727489, 2.153276, -5.186823], [2.033595, 2.824971, -4.196977], [-1.276729, 4.580576, -3.878738], [-3.568272, 5.204779, -4.461647], [-5.418197, 3.583312, -4.111121], [-4.940302, 1.375446, -3.177902], [-4.840439, 0.280843, -1.241763], [-3.574988, 0.676457, -0.057445], [-3.978484, -1.017710, -0.387080], [-4.521630, -0.756110, -3.676773], [-3.574747, -2.175921, -3.182110], [-2.982149, -1.136339, -4.485105], [-0.711534, -5.063489, -1.462930], [0.528028, -5.630957, -1.720268], [1.617838, -4.798508, -1.903383], [1.433237, -3.419858, -1.817730], [0.243269, -2.876063, -1.571390], [-0.797922, -3.681907, -1.404974], [2.566967, -2.472124, -2.016452], [3.860224, -2.795127, -1.611379], [4.871822, -1.875656, -1.818448], [4.564109, -0.667546, -2.425051], [3.246499, -0.428807, -2.780254], [2.265420, -1.303578, -2.582365], [-1.592897, -5.672487, -1.315197], [0.640701, -6.705213, -1.789100], [2.591808, -5.207646, -2.135517], [-1.745144, -3.187159, -1.212113], [4.060025, -3.735176, -1.115156], [5.883636, -2.092711, -1.500870], [5.319687, 0.083600, -2.609914], [2.948685, 0.512144, -3.229339], [3.038418, 1.083512, 3.764232], [2.135038, -0.158321, 3.774067], [3.048619, -1.352694, 3.450308], [1.590807, -0.336152, 5.200817], [0.702619, 0.024868, 2.503298], [1.659998, -0.307022, 0.481081], [-0.638213, -1.341364, 2.662825], [0.012319, -2.712331, 2.902435], [-1.606238, -1.050977, 3.820434], [-1.463739, -1.481161, 1.375115], [-0.018049, 1.801326, 2.409912], [-0.412163, 2.320218, 3.802334], [-1.266507, 1.825360, 1.512669], [0.978142, 2.793786, 1.789048], [3.892638, 0.903378, 4.425320], [2.528986, 1.975348, 4.129311], [3.430341, 1.292950, 2.766943], [3.829313, -1.410183, 4.216448], [3.536212, -1.231010, 2.483045], [2.524571, -2.305548, 3.442783], [2.429728, -0.344665, 5.904846], [1.055980, -1.277924, 5.324447], [0.922044, 0.473184, 5.501146], [0.519309, -2.777742, 3.864701], [0.726409, -2.963579, 2.114346], [-0.770416, -3.478317, 2.894841], [-1.103114, -0.923847, 4.780239], [-2.299650, -1.892785, 3.922945], [-2.207944, -0.160404, 3.633621], [-0.834007, -1.664229, 0.504656], [-2.070318, -0.605589, 1.162050], [-2.145336, -2.332808, 1.491553], [-1.123973, 1.667874, 4.310380], [-0.886838, 3.301532, 3.696374], [0.451954, 2.448478, 4.456313], [-2.107306, 1.295068, 1.961596], [-1.074279, 1.398178, 0.522265], [-1.579893, 2.865979, 1.373410], [1.882446, 2.919253, 2.380137], [0.493731, 3.773833, 1.718225], [1.267610, 2.492263, 0.782646]], "forces_ev_per_angstrom": [[0.01, 0.00, 0.04], [-0.02, 0.02, -0.03], [0.02, -0.03, -0.02], [0.00, 0.00, 0.01], [0.09, 0.16, -0.03], [-0.01, -0.03, 0.01], [0.00, 0.02, -0.01], [-0.02, 0.00, 0.00], [0.03, 0.02, -0.01], [-0.18, -0.10, 0.03], [0.04, 0.00, -0.05], [-0.02, -0.01, -0.02], [-0.01, 0.01, 0.01], [0.00, 0.00, -0.01], [0.00, 0.00, -0.01], [0.01, 0.01, -0.05], [0.01, 0.00, -0.01], [-0.01, -0.01, 0.01], [0.00, 0.00, 0.00], [0.01, -0.01, 0.00], [0.00, 0.00, 0.00], [0.00, 0.00, 0.00], [0.01, -0.01, 0.00], [0.00, 0.00, 0.01], [-0.01, 0.00, -0.02], [0.00, 0.01, 0.00], [0.00, -0.01, -0.01], [0.00, 0.00, 0.01], [0.01, 0.01, 0.00], [0.04, -0.04, -0.01], [-0.07, 0.03, 0.01], [0.01, 0.02, 0.00], [-0.01, -0.01, 0.00], [0.07, -0.02, -0.02], [0.02, 0.04, 0.00], [-0.02, 0.02, -0.02], [-0.06, -0.01, -0.01], [0.04, 0.05, -0.01], [-0.01, 0.00, 0.00], [-0.03, -0.03, 0.02], [-0.04, -0.05, -0.02], [0.01, -0.01, 0.00], [0.00, 0.00, 0.00], [0.00, 0.01, 0.00], [-0.01, 0.00, 0.00], [-0.01, 0.00, 0.00], [0.00, 0.00, 0.00], [0.02, -0.01, 0.01], [0.00, 0.00, -0.01], [0.00, 0.02, 0.00], [0.02, 0.00, 0.01], [-0.02, 0.01, 0.00], [-0.01, 0.00, 0.01], [0.00, 0.01, 0.00], [0.03, -0.01, 0.12], [-0.01, -0.03, -0.02], [0.02, 0.00, 0.01], [-0.01, 0.00, 0.01], [0.02, 0.01, 0.01], [0.00, 0.02, 0.01], [0.00, 0.01, 0.01], [-0.01, -0.01, 0.00], [0.02, -0.03, 0.02], [0.00, 0.00, 0.00], [0.01, -0.02, 0.00], [0.00, -0.01, 0.00], [0.00, 0.00, 0.00], [0.00, 0.01, -0.01], [0.00, -0.01, 0.00], [0.00, 0.00, 0.00], [-0.01, -0.01, 0.00], [0.01, -0.01, -0.01], [0.00, 0.00, 0.01], [0.00, 0.01, 0.00], [0.00, 0.00, 0.00], [0.01, 0.00, 0.00], [0.00, 0.00, 0.00], [0.00, 0.00, 0.00], [0.00, -0.01, -0.02], [0.02, -0.01, 0.02], [0.00, 0.00, 0.00], [0.00, -0.01, 0.00], [0.00, 0.00, 0.00], [-0.01, 0.00, -0.02], [0.00, 0.01, 0.01], [0.02, 0.00, 0.01], [-0.01, 0.01, 0.00], [-0.01, 0.00, -0.01], [0.00, 0.00, 0.00], [0.00, 0.00, 0.04]], "lowdin_charge": [-0.097, -0.301, 1.058, -0.311, -0.400, -0.124, -0.090, -0.090, -0.125, -0.399, 1.056, -0.300, -0.307, 0.018, 0.022, -0.001, 0.009, 0.023, 0.010, 0.082, 0.101, 0.101, 0.082, 0.014, 0.007, 0.017, 0.011, 0.010, 0.022, -0.057, -0.064, -0.018, -0.228, 0.091, -0.146, -0.274, -0.028, -0.065, -0.061, -0.162, 0.062, 0.102, 0.107, 0.109, 0.089, 0.110, 0.107, 0.103, 0.085, -0.108, -0.627, -0.119, -0.091, 0.474, 0.584, -0.615, -0.103, -0.086, -0.134, -0.615, -0.086, -0.114, -0.124, 0.087, 0.063, 0.076, 0.085, 0.048, 0.057, 0.087, 0.064, 0.069, 0.062, 0.075, 0.086, 0.067, 0.088, 0.066, 0.009, 0.032, 0.090, 0.067, 0.089, 0.064, 0.062, 0.046, 0.089, 0.058, 0.087, 0.026]}

***

3.
{"formula": "C3H11N2O", "method": "ωB97M-V/def2-TZVPD", "charge": 1, "gap_ev": 10.58, "relative_energy_kj_mol": 127.7, "largest_force_ev_per_a": 3.792, "homo_energy_ev": -14.175, "species": ["C", "N", "H", "H", "H", "H", "H", "H", "C", "C", "N", "O", "H", "H", "H", "H", "H"], "xyz": [[1.152522, 0.713858, 1.991002], [0.627218, -0.655851, 1.632642], [0.796279, 1.550005, 1.362564], [0.832625, 0.834056, 3.032026], [2.272450, 0.747721, 1.966127], [0.737432, -0.768949, 0.592667], [-0.391978, -0.666579, 1.796851], [1.195646, -1.392580, 2.110422], [-1.750363, -0.561188, -0.554736], [-0.517634, 0.154449, -1.078427], [0.704603, -0.581764, -1.174556], [-0.496501, 1.335291, -1.448768], [-1.666762, -1.604713, -0.850925], [-2.695133, -0.211793, -0.984857], [-1.665453, -0.558751, 0.530237], [0.571793, -1.593301, -1.441846], [1.355216, -0.196842, -1.876745]], "forces_ev_per_angstrom": [[0.96, 0.41, 1.04], [0.63, 0.51, -0.54], [-0.27, -0.88, 0.09], [0.21, 0.47, -0.29], [-1.06, -0.40, -0.10], [0.37, -0.14, 0.06], [0.82, -0.55, 0.52], [-1.10, 0.63, -0.24], [0.99, -0.65, -0.53], [0.24, 2.94, -2.38], [-0.53, -1.84, -0.78], [-0.28, -2.56, 1.29], [-0.04, -0.25, 0.06], [0.43, 0.47, 0.54], [-0.90, 0.23, -0.01], [-0.01, 1.35, 0.49], [-0.46, 0.27, 0.75]], "nbo_charge": [-0.444, -0.718, 0.261, 0.233, 0.247, 0.460, 0.435, 0.453, -0.703, 0.652, -0.905, -0.522, 0.231, 0.289, 0.192, 0.402, 0.436]}